# 1
{"formula": "C36H35ClN4O2PRuSSe2", "method": "ωB97M-V/def2-TZVPD", "de_lowest_ev": 0.416, "spin_multiplicity": 2, "lumo_ha": [-0.0242, -0.0279], "s_squared": 0.77, "homo_ev": [-6.8, -6.7], "gap_ev": [6.1, 5.9], "total_charge": 0, "symbols": ["Ru", "S", "C", "N", "N", "C", "C", "C", "C", "C", "C", "N", "N", "C", "C", "C", "C", "C", "C", "H", "H", "H", "H", "H", "H", "H", "H", "H", "H", "H", "O", "C", "C", "C", "O", "C", "Se", "C", "Se", "H", "H", "H", "H", "H", "H", "H", "H", "H", "H", "Cl", "C", "C", "C", "C", "C", "C", "P", "C", "C", "C", "C", "C", "C", "C", "C", "C", "C", "C", "C", "H", "H", "H", "H", "H", "H", "H", "H", "H", "H", "H", "H", "H", "H"], "xyz": [[-0.2731, -0.3899, 0.0047], [-1.5074, 0.8644, 1.4141], [-1.2520, 2.4040, 0.6356], [-1.6751, 3.5520, 1.0658], [-2.3240, 3.5628, 2.2171], [-2.8658, 4.7464, 2.7468], [-2.8376, 5.9491, 2.0577], [-3.3950, 7.0737, 2.6501], [-3.9809, 7.0088, 3.9082], [-4.0032, 5.7959, 4.5823], [-3.4443, 4.6659, 4.0064], [-0.5921, 2.5442, -0.6001], [-0.1258, 1.4919, -1.0464], [0.4323, 1.6876, -2.3807], [-0.0832, 2.6400, -3.2406], [0.4401, 2.7438, -4.5189], [1.4693, 1.9019, -4.9283], [1.9875, 0.9640, -4.0480], [1.4647, 0.8590, -2.7641], [-2.4803, 2.6967, 2.7175], [-2.3804, 5.9964, 1.0787], [-3.3739, 8.0149, 2.1150], [-4.4140, 7.8921, 4.3583], [-4.4524, 5.7242, 5.5648], [-3.4553, 3.7191, 4.5351], [-0.9025, 3.2688, -2.9156], [0.0324, 3.4771, -5.2031], [1.8678, 1.9824, -5.9317], [2.7964, 0.3113, -4.3512], [1.8736, 0.1610, -2.0475], [2.5670, -2.7242, 1.5854], [2.3385, -2.6684, 2.9889], [1.3595, -1.5947, 3.4149], [1.5266, -1.5857, 4.9598], [0.5838, -0.7891, 5.6643], [1.7127, -0.1957, 2.9325], [1.8133, 0.2894, 1.0483], [-0.1084, -1.9187, 3.1396], [-0.6388, -2.3744, 1.3173], [3.1583, -3.4658, 1.4283], [3.2845, -2.4685, 3.5123], [1.9511, -3.6233, 3.3669], [2.5457, -1.2696, 5.2077], [1.3933, -2.5999, 5.3394], [0.7488, 0.1338, 5.4482], [2.7002, 0.0888, 3.3091], [0.9829, 0.5042, 3.3442], [-0.7082, -1.0692, 3.4522], [-0.4205, -2.7644, 3.7553], [1.9078, -2.5085, -1.2497], [1.3030, -2.6384, -2.8718], [2.1329, -3.2347, -3.8120], [1.6599, -3.4828, -5.0879], [0.3431, -3.1803, -5.4100], [-0.4715, -2.5894, -4.4607], [0.0050, -2.2514, -3.1910], [-1.1439, -1.5100, -1.9674], [-2.1253, -0.2359, -2.8341], [-1.9711, 0.1600, -4.1581], [-2.7780, 1.1579, -4.6923], [-3.7402, 1.7732, -3.9074], [-3.8846, 1.4017, -2.5756], [-3.0797, 0.4086, -2.0403], [-2.2784, -2.9399, -1.8163], [-1.7687, -4.1025, -1.2354], [-2.5505, -5.2425, -1.1539], [-3.8472, -5.2382, -1.6550], [-4.3561, -4.0881, -2.2378], [-3.5739, -2.9416, -2.3198], [3.1357, -3.5177, -3.5219], [2.3096, -3.9461, -5.8192], [-0.0515, -3.4190, -6.3890], [-1.5104, -2.4015, -4.7018], [-1.1852, -0.2600, -4.7713], [-2.6382, 1.4637, -5.7217], [-4.3662, 2.5514, -4.3264], [-4.6160, 1.8937, -1.9471], [-3.1898, 0.1417, -0.9948], [-0.7570, -4.1194, -0.8462], [-2.1474, -6.1353, -0.6926], [-4.4580, -6.1299, -1.5901], [-5.3638, -4.0781, -2.6335], [-3.9865, -2.0498, -2.7740]], "mulliken_charge": [0.217, -0.486, 0.295, -0.534, 0.347, 0.634, -0.401, -0.465, -0.567, -0.486, -0.510, -0.703, 1.268, -0.241, -0.328, -0.694, -0.668, -0.643, -0.165, 0.226, 0.402, 0.351, 0.370, 0.351, 0.334, 0.512, 0.420, 0.411, 0.449, 0.401, -0.263, -1.427, 2.276, -1.413, -0.527, -1.706, -0.149, -1.406, -0.146, 0.244, 0.420, 0.443, 0.481, 0.482, 0.356, 0.350, 0.498, 0.461, 0.517, -0.029, 1.070, -0.594, -0.629, -0.970, -0.874, 0.256, 0.687, 0.668, -0.708, -0.783, -0.712, -0.768, -1.066, 1.512, -0.690, -0.922, -0.534, -0.711, -0.244, 0.477, 0.404, 0.433, 0.711, 0.586, 0.439, 0.376, 0.459, 0.520, 0.514, 0.416, 0.383, 0.423, 0.313]}


# 2
{"formula": "C5H10BNO2", "method": "ωB97M-V/def2-TZVPD", "de_lowest_ev": 1.418, "lumo_ha": 0.0048, "homo_ev": -9.1, "gap_ev": 9.2, "total_charge": 0, "symbols": ["B", "C", "C", "C", "C", "C", "N", "O", "O", "H", "H", "H", "H", "H", "H", "H", "H", "H", "H"], "xyz": [[1.5187, -0.4830, 0.6344], [-1.6838, 1.6028, -0.1219], [-0.9175, -1.4668, 1.1964], [-0.5835, 0.8752, -2.1045], [-0.0083, -0.8131, 0.1528], [-0.4929, 1.1447, -0.6445], [-2.6222, 2.0296, 0.3606], [2.6366, -0.6238, -0.2060], [1.5399, -0.1122, 1.9573], [-1.8649, -1.6740, 0.8084], [-1.1201, -0.8003, 1.9979], [-0.4491, -2.3576, 1.6658], [-1.1394, 1.6246, -2.5626], [0.3378, 0.8684, -2.5898], [-1.0897, -0.0509, -2.1708], [-0.1025, -1.0831, -0.8208], [0.2712, 1.9178, -0.1760], [3.5050, -0.8381, 0.1325], [2.2647, 0.2397, 2.4910]], "mulliken_charge": [0.667, 0.156, -1.396, -1.500, -0.279, 0.287, -0.475, -0.573, -0.565, 0.432, 0.346, 0.318, 0.471, 0.321, 0.429, 0.584, 0.191, 0.297, 0.291]}


# 3
{"formula": "C4H2F16K4N2O21S8", "method": "ωB97M-V/def2-TZVPD", "lumo_ha": 0.0717, "homo_ev": -4.8, "gap_ev": 6.8, "total_charge": -2, "symbols": ["K", "K", "K", "K", "N", "S", "O", "O", "F", "S", "O", "O", "F", "N", "S", "O", "O", "F", "S", "O", "O", "F", "C", "F", "F", "F", "S", "O", "O", "O", "C", "F", "F", "F", "S", "O", "O", "O", "C", "F", "F", "F", "S", "O", "O", "O", "C", "F", "F", "F", "S", "O", "O", "O", "O", "H", "H"], "xyz": [[-23.6060, 15.3008, 6.2911], [-23.2517, 22.4612, 7.1852], [-18.5956, 15.4182, 5.9329], [-22.7517, 21.3219, 1.9908], [-18.2926, 22.2239, 9.3989], [-19.7435, 21.5198, 9.2931], [-20.6751, 22.1311, 8.3995], [-20.1922, 20.9131, 10.4960], [-19.1916, 20.2853, 8.4625], [-18.5473, 23.7728, 9.5921], [-19.3291, 24.1308, 10.7383], [-18.7133, 24.6095, 8.4480], [-17.0231, 24.0972, 10.0550], [-25.5107, 17.7539, 0.3514], [-25.2604, 18.7376, -0.9282], [-25.0270, 18.0353, -2.1342], [-24.5419, 19.9486, -0.6719], [-26.7675, 19.2151, -1.0539], [-24.0381, 17.5923, 0.9254], [-23.6945, 18.6124, 1.8688], [-23.0433, 17.2086, -0.0222], [-24.2062, 16.2933, 1.8242], [-14.3923, 17.9318, 4.5146], [-14.2740, 17.5232, 5.7896], [-13.7464, 19.1075, 4.4323], [-13.7657, 17.0825, 3.6831], [-16.1677, 18.1549, 4.0778], [-16.1784, 18.3756, 2.6563], [-16.7327, 16.8771, 4.5113], [-16.5652, 19.2864, 4.8638], [-20.4510, 14.1646, 10.1438], [-21.0348, 14.3022, 11.3365], [-19.1473, 14.4114, 10.2862], [-20.6085, 12.8940, 9.7310], [-21.2069, 15.3488, 8.9479], [-20.3293, 15.2492, 7.7855], [-22.5316, 14.7977, 8.6953], [-21.1197, 16.5869, 9.6338], [-19.7850, 23.1507, 4.0920], [-18.6622, 23.8317, 4.2250], [-19.9324, 22.7838, 2.7885], [-19.7181, 22.0279, 4.7992], [-21.2632, 24.1498, 4.5560], [-22.3785, 23.4502, 3.9194], [-21.3147, 24.0801, 6.0038], [-20.9968, 25.4777, 4.0726], [-20.6488, 18.2467, 5.4861], [-20.3606, 18.0481, 6.7667], [-19.7336, 19.0411, 4.9777], [-20.6097, 17.0218, 4.8831], [-22.3205, 19.0194, 5.2742], [-23.2715, 17.9105, 5.1715], [-22.5210, 19.7876, 6.4751], [-22.2249, 19.8038, 4.0779], [-25.9141, 18.5085, 4.6392], [-26.2194, 17.7573, 5.1534], [-24.9547, 18.5224, 4.7875]], "mulliken_charge": [0.946, 0.927, 1.036, 0.986, -0.294, 0.881, -0.321, -0.600, -0.211, 1.048, -0.628, -0.535, -0.320, -0.427, 1.040, -0.580, -0.542, -0.268, 0.981, -0.264, -0.611, -0.264, 0.496, -0.237, -0.235, -0.229, 1.204, -0.686, -0.694, -0.611, 0.422, -0.206, -0.217, -0.232, 1.128, -0.532, -0.798, -0.587, 0.602, -0.203, -0.263, -0.145, 1.083, -0.708, -0.632, -0.681, 0.369, -0.152, -0.192, -0.249, 0.931, -0.724, -0.681, -0.349, -0.620, 0.208, 0.438]}


# 4
{"formula": "C6H20CrN6O4", "method": "ωB97M-V/def2-TZVPD", "de_lowest_ev": 0.000, "spin_multiplicity": 4, "lumo_ha": [-0.4733, -0.4845], "s_squared": 3.77, "homo_ev": [-20.0, -20.0], "gap_ev": [7.1, 6.8], "total_charge": 3, "symbols": ["Cr", "C", "O", "N", "N", "H", "H", "H", "H", "C", "O", "N", "N", "H", "H", "H", "H", "C", "O", "N", "N", "H", "H", "H", "H", "C", "C", "C", "O", "H", "H", "H", "H", "H", "H", "H", "H"], "xyz": [[-22.7170, -0.3630, 7.7059], [-23.6092, -2.6561, 7.9239], [-23.3405, -3.8473, 7.4101], [-23.9407, -1.6965, 7.1443], [-22.8643, -1.8734, 8.6972], [-23.7400, -2.1132, 6.2125], [-24.9777, -1.6823, 6.9168], [-22.0272, -2.4440, 9.0650], [-23.4837, -1.8400, 9.6040], [-23.3553, 1.6497, 9.0987], [-23.4501, 2.8691, 8.5112], [-22.2758, 0.9446, 8.9199], [-24.0463, 0.6792, 8.6345], [-21.6252, 1.8011, 8.7676], [-21.8085, 0.6356, 9.8541], [-24.8752, 1.1123, 8.1126], [-24.5762, 0.3051, 9.5659], [-21.0743, 0.2706, 6.0623], [-20.1797, 1.1430, 6.5344], [-21.1898, -0.8331, 6.7600], [-22.3600, 0.4764, 6.1553], [-20.1372, -1.0239, 6.9164], [-21.0483, -1.7946, 6.1707], [-22.3878, 1.5707, 5.9719], [-22.8092, 0.2842, 5.2120], [-19.4608, -0.1178, 9.3893], [-19.8551, -0.0597, 10.8582], [-19.0178, 0.9574, 11.5597], [-21.0488, 0.2056, 10.9988], [-20.2181, -0.7714, 8.9720], [-18.5398, -0.6817, 9.1456], [-19.3610, 0.8301, 8.8825], [-19.6831, -0.9637, 11.3637], [-18.0065, 0.6548, 11.7416], [-19.2767, 1.0909, 12.6080], [-19.0349, 1.9289, 10.9989], [-21.3186, 0.2782, 11.9618]], "mulliken_charge": [-0.157, 0.308, -0.404, -0.125, -0.179, 0.333, 0.341, 0.355, 0.381, 0.312, -0.454, 0.003, -0.167, 0.395, 0.224, 0.346, 0.426, 0.223, -0.406, -0.082, -0.335, 0.344, 0.453, 0.434, 0.376, -0.789, 0.445, -1.512, -0.533, -0.360, 0.480, 0.399, 0.377, 0.408, 0.465, 0.303, 0.374]}


# 5
{"formula": "C6H12O", "method": "ωB97M-V/def2-TZVPD", "smiles": "CC[C@H]1C[C@H]1CO", "de_lowest_ev": 1.399, "lumo_ha": 0.0403, "homo_ev": -10.0, "gap_ev": 11.1, "total_charge": 0, "symbols": ["C", "C", "C", "C", "C", "C", "O", "H", "H", "H", "H", "H", "H", "H", "H", "H", "H", "H", "H"], "xyz": [[2.2553, 0.1589, -0.8323], [1.4082, -0.1356, 0.3969], [0.1939, -0.9588, 0.0528], [-0.9421, -0.9417, 1.0268], [-1.0776, -0.3019, -0.3593], [-1.4070, 1.1726, -0.4055], [-2.6193, 1.2762, 0.3183], [2.5255, -0.7740, -1.3400], [3.1771, 0.6813, -0.5628], [1.7000, 0.7786, -1.5463], [1.0911, 0.8037, 0.8695], [1.9864, -0.6774, 1.1544], [0.3921, -1.9177, -0.4198], [-1.4987, -1.8479, 1.2441], [-0.7539, -0.3297, 1.9127], [-1.7166, -0.8611, -1.0410], [-0.6276, 1.8146, 0.0332], [-1.5670, 1.5309, -1.4324], [-2.5197, 0.5291, 0.9307]], "mulliken_charge": [-1.224, -0.610, 0.167, -1.107, -0.296, -0.428, -0.543, 0.325, 0.367, 0.281, 0.317, 0.328, 0.501, 0.327, 0.353, 0.360, 0.187, 0.300, 0.396]}


# 6
{"formula": "C6H5N4O", "method": "ωB97M-V/def2-TZVPD", "smiles": "[H]/N=[n+]1/[nH]nc2c(c1=O)=CC=C2", "de_lowest_ev": 2.256, "lumo_ha": [-0.2475, -0.2474], "homo_ev": [-14.2, -14.2], "gap_ev": [7.5, 7.5], "total_charge": 1, "symbols": ["C", "C", "C", "C", "C", "C", "N", "N", "N", "N", "O", "H", "H", "H", "H", "H"], "xyz": [[-1.5495, 1.2682, -1.4892], [-0.7503, 1.8988, -0.6635], [-1.0904, -0.1357, -1.6023], [0.0983, 0.9307, -0.0276], [-0.1999, -0.3237, -0.5862], [0.7995, -1.3075, -0.3930], [0.5043, 1.2889, 1.1134], [0.9295, 0.2757, 1.7599], [0.9116, -0.9682, 1.1907], [1.0387, -1.9162, 1.9939], [1.5552, -2.1358, -0.7586], [-2.3228, 1.6794, -2.0473], [-0.8372, 2.9397, -0.4534], [-1.3735, -0.8125, -2.3526], [1.0523, 0.0609, 2.7817], [1.2343, -2.7427, 1.5340]], "mulliken_charge": [-0.513, -0.794, -0.685, 1.007, 0.201, 0.509, -0.473, 0.015, 0.820, -0.781, -0.389, 0.530, 0.440, 0.482, 0.342, 0.291]}


# 7
{"formula": "C4H14N", "method": "ωB97M-V/def2-TZVPD", "de_lowest_ev": 0.205, "spin_multiplicity": 2, "lumo_ha": [0.0368, 0.0266], "s_squared": 0.75, "homo_ev": [-3.8, -11.7], "gap_ev": [4.8, 12.4], "total_charge": 0, "symbols": ["C", "N", "H", "H", "H", "H", "H", "H", "C", "C", "C", "H", "H", "H", "H", "H", "H", "H", "H"], "xyz": [[-0.1249, -2.4090, 0.8380], [0.9187, -1.9855, 1.8474], [-0.4017, -1.5592, 0.2234], [-0.9844, -2.7088, 1.4231], [0.2285, -3.2443, 0.2468], [1.6298, -1.3465, 1.4333], [0.4576, -1.4758, 2.6502], [1.4008, -2.8237, 2.2511], [-0.1026, 1.6353, 0.2659], [-0.5003, 0.9947, -1.0568], [-0.3649, 2.0033, -2.2127], [-0.7453, 2.4762, 0.5323], [-0.1253, 0.9399, 1.1030], [0.9226, 2.0132, 0.2174], [0.1703, 0.1666, -1.2970], [-1.5112, 0.5739, -0.9862], [-0.6495, 1.5532, -3.1585], [0.6887, 2.2706, -2.3067], [-0.9068, 2.9260, -2.0144]], "mulliken_charge": [-0.961, -2.442, 0.159, 0.498, 0.423, 0.626, 0.720, 0.968, -1.110, -0.072, -1.311, 0.347, 0.258, 0.323, 0.242, 0.306, 0.337, 0.340, 0.350]}


# 8
{"formula": "C3H6N2OS", "method": "ωB97M-V/def2-TZVPD", "smiles": "[H]/N=C1/NOCCS1", "de_lowest_ev": 4.479, "lumo_ha": 0.0222, "homo_ev": -8.7, "gap_ev": 9.3, "total_charge": 0, "symbols": ["C", "C", "C", "H", "H", "H", "H", "H", "H", "N", "N", "O", "S"], "xyz": [[-0.1301, -0.4536, -1.4014], [0.4954, 0.6515, 1.4282], [-0.9789, 0.5779, 0.9474], [-0.7688, -0.7291, -3.1537], [1.5681, -1.4557, -1.1008], [0.8206, 1.6352, 1.4829], [0.6969, 0.0926, 2.4785], [-1.3216, 1.4582, 1.4525], [-1.3856, -0.4684, 1.2351], [-0.0870, -1.1049, -2.4663], [0.7416, -0.9651, -0.5540], [1.4117, -0.0984, 0.4559], [-1.0623, 0.8600, -0.8042]], "mulliken_charge": [0.509, -0.381, -0.452, 0.241, 0.334, 0.308, 0.211, 0.319, 0.324, -0.712, -0.252, -0.306, -0.142]}


| no. | molar mass (u) |
| --- | --- |
| 1 | 913.186 |
| 2 | 126.952 |
| 3 | 1130.949 |
| 4 | 292.260 |
| 5 | 100.161 |
| 6 | 149.133 |
| 7 | 76.163 |
| 8 | 118.161 |